The following is a DFT calculation (ωB97M-V/def2-TZVPD) of an isolated molecule of C3H5N3.

- Net charge: 0
- Energy above the lowest of the compared OMol25 structures with the same formula, charge and spin: 38.4 kcal per mole
- E_HOMO: -0.348 hartree
- E_tot: -7660.792 eV

Element x y z (Å)
1 C -1.488 0.022 0.105
2 C -0.005 0.008 0.019
3 C 0.844 1.063 -0.140
4 N 2.136 0.642 0.007
5 N 2.123 -0.630 0.215
6 N 0.833 -1.033 0.213
7 H -1.836 1.043 -0.080
8 H -1.966 -0.659 -0.602
9 H -1.797 -0.238 1.125
10 H 0.513 1.777 -0.864
11 H 0.643 -1.997 0.003